Here is a molecular structure, C29H44BrIrN3P2 from the Open Molecules 2025 dataset. Energies are from ωB97M-V with the def2-TZVPD basis set.

Summary:
multiplicity	6
charge	+4
ΔE to the lowest compared entry with this formula, charge and spin	40.7	kcal per mole
<S²>	8.834
maximum force	0.0978	hartree/bohr

Each line ends with the Mulliken spin population.
Geometry (Å):
C: 1.197 3.197 -3.159  0.248
C: -3.093 -0.923 -3.997  0.016
H: -0.093 -3.857 4.187  0.001
N: -0.359 -1.270 2.190  0.081
H: -1.898 -3.536 -0.366  0.013
H: -4.382 -3.732 -0.332  0.000
C: -0.198 -2.916 3.670  -0.001
H: -1.306 -4.528 -2.568  0.000
C: -0.765 1.803 -0.465  0.185
H: 1.791 -1.111 -2.796  -0.001
C: 3.439 0.281 -2.719  0.009
C: -4.630 2.200 1.002  0.134
C: 0.250 2.173 -1.128  0.346
H: 1.534 -2.960 -0.564  0.005
H: 2.369 0.633 1.447  0.013
H: 2.639 1.557 -0.036  -0.022
C: -0.465 -2.491 -2.678  0.015
C: 1.163 3.035 -1.732  0.183
H: 0.175 -3.270 1.501  -0.012
C: -3.907 -3.111 -1.111  0.025
C: 2.221 3.991 -3.691  0.000
H: -4.567 -2.252 -1.306  -0.001
C: 2.797 0.574 0.434  0.014
H: 4.469 -0.737 1.025  0.000
H: 0.435 -2.731 -2.083  0.002
H: 1.299 0.575 -2.577  -0.032
C: -0.094 -2.639 2.342  0.009
H: -0.339 1.016 4.571  0.003
H: -0.581 -1.599 5.321  0.001
H: 3.865 -3.718 -0.721  0.000
H: -2.303 -1.176 -4.723  0.000
H: 2.322 4.031 -4.767  0.031
H: -3.329 0.032 -2.058  0.004
H: -0.145 -1.794 -3.473  -0.001
H: -3.759 -1.790 -3.863  0.000
H: -2.063 0.063 0.814  -0.069
H: 4.504 -2.062 -0.743  0.000
H: 1.940 3.873 0.157  0.012
H: -4.719 4.285 0.403  0.000
H: -2.702 -2.169 0.416  0.004
P: 1.667 -0.539 -0.495  -0.054
H: -0.254 1.244 2.791  -0.007
H: 3.726 5.151 -1.023  0.032
Br: -6.467 2.113 1.631  0.401
N: -0.490 -1.705 4.304  0.009
H: 3.427 0.330 -3.818  0.000
H: 2.500 -2.347 0.788  0.005
C: -3.963 0.995 1.147  0.138
H: -1.837 -3.600 -4.016  -0.002
H: -2.320 4.194 -0.492  -0.002
H: 4.755 0.175 -0.486  -0.001
C: -2.804 3.314 -0.044  -0.024
C: 4.285 0.215 0.506  0.001
H: -1.835 0.992 3.577  -0.002
C: 3.000 4.612 -1.619  -0.012
C: -0.773 0.727 3.609  0.030
C: -2.672 1.038 0.664  0.106
H: 4.780 1.015 1.074  0.001
H: -4.427 0.103 1.584  0.003
H: -3.817 -3.726 -2.020  -0.001
C: 2.356 -2.272 -0.303  0.033
H: -0.171 -4.218 -3.908  0.001
N: 3.075 4.646 -2.931  0.897
C: -2.517 -0.391 -2.669  0.024
C: -4.110 3.373 0.449  0.066
H: 3.710 1.283 -2.355  -0.004
H: 3.557 -2.683 -2.130  0.000
C: -2.548 -2.664 -0.561  0.013
C: 2.031 3.860 -0.940  0.242
C: -2.094 2.106 0.038  0.184
P: -1.523 -1.472 -1.537  0.126
C: -1.000 -3.783 -3.321  0.017
H: -3.694 -0.110 -4.438  0.002
H: 0.463 2.682 -3.798  0.013
C: 2.042 -0.175 -2.279  0.049
Ir: -0.497 -0.460 0.372  1.496
H: -1.832 0.444 -2.891  -0.001
H: 4.226 -0.433 -2.436  0.001
C: -0.580 -0.719 3.388  0.006
C: 3.644 -2.685 -1.032  0.002

Here is 8 unconnected molecules or ions with the total composition C112H64O16 from the Open Molecules 2025 dataset. Energies are from ωB97M-V with the def2-TZVPD basis set.

Summary:
multiplicity	1
ΔE to the lowest compared entry with this formula, charge and spin	79.3	kcal per mole
maximum force	0.1402	hartree/bohr
SMILES	O=C1c2ccccc2C(=O)c2ccccc21.O=C1c2ccccc2C(=O)c2ccccc21.O=C1c2ccccc2C(=O)c2ccccc21.O=C1c2ccccc2C(=O)c2ccccc21.O=C1c2ccccc2C(=O)c2ccccc21.O=C1c2ccccc2C(=O)c2ccccc21.O=C1c2ccccc2C(=O)c2ccccc21.O=C1c2ccccc2C(=O)c2ccccc21

Each line ends with the Löwdin charge.
Geometry (Å):
C: 1.621 -24.424 27.402  -0.056
O: -9.505 -16.445 29.475  0.132
C: -13.455 -19.222 28.607  -0.089
O: -13.519 -19.724 22.951  0.046
H: -4.815 -20.558 27.710  0.086
H: -18.892 -17.012 27.502  0.108
H: 2.681 -20.143 28.257  0.116
O: -8.567 -22.048 28.238  0.148
C: -9.832 -16.821 24.113  0.004
C: -16.163 -16.219 29.299  -0.010
C: -1.913 -20.504 28.273  -0.292
C: -8.062 -21.457 30.799  -0.082
H: 0.820 -27.443 17.517  0.120
O: -1.482 -23.380 31.409  0.093
C: -4.338 -26.620 28.834  0.008
H: 0.309 -19.605 27.515  0.126
H: -5.975 -18.249 26.334  0.096
H: -4.357 -22.326 24.061  0.107
C: -6.132 -21.365 24.876  -0.075
C: 0.418 -23.898 26.983  -0.024
C: -9.399 -20.196 20.473  -0.013
C: -3.986 -22.896 30.525  0.003
C: -8.437 -23.309 32.760  0.013
H: 2.730 -25.876 28.530  0.109
C: -8.852 -14.558 28.193  -0.100
H: -11.721 -22.497 19.523  0.108
C: -9.234 -26.739 29.211  -0.015
H: 0.302 -25.011 22.031  0.114
C: -3.060 -21.296 28.877  -0.009
H: 0.656 -27.170 29.136  0.121
H: -18.252 -15.561 29.050  0.109
C: -10.084 -19.612 21.518  -0.045
H: 3.021 -21.935 29.757  0.115
C: -11.260 -21.477 24.867  -0.073
C: -8.058 -20.054 26.071  -0.309
C: -10.348 -20.616 25.413  -0.011
O: -2.024 -19.624 27.446  0.104
C: -6.824 -17.465 29.466  -0.017
O: -14.964 -20.203 26.985  0.080
H: 2.500 -23.884 27.081  0.105
C: -1.156 -26.288 21.191  -0.068
C: -3.328 -24.921 27.426  -0.057
C: -17.015 -18.242 27.601  0.027
C: -0.683 -25.727 28.291  -0.050
C: -14.710 -19.267 27.762  -0.255
H: -1.125 -24.181 23.888  0.089
C: -10.349 -12.686 27.644  -0.070
H: -7.071 -20.178 32.108  0.107
C: 2.027 -21.562 29.559  -0.077
O: -6.664 -23.541 23.981  0.055
H: -9.070 -23.908 23.724  0.110
C: -8.234 -12.705 26.664  0.021
C: -1.537 -22.646 30.424  -0.273
C: -2.496 -26.641 21.284  -0.140
C: -9.530 -18.397 22.221  -0.257
H: -4.270 -27.387 29.591  0.121
C: -11.900 -21.221 21.206  -0.031
C: -10.003 -13.830 28.349  -0.020
C: -8.794 -22.910 28.960  -0.311
C: -12.278 -19.412 22.779  -0.275
C: -9.485 -12.105 26.759  -0.067
H: -3.612 -24.588 23.719  0.080
C: -5.463 -17.803 29.607  -0.022
C: -11.279 -19.545 30.475  -0.022
C: -6.166 -15.621 28.003  -0.097
C: -10.917 -22.607 24.150  -0.046
C: -10.347 -17.853 23.315  -0.085
C: -0.366 -21.906 29.715  -0.052
H: -9.663 -11.166 26.256  0.110
C: -9.311 -27.150 27.817  -0.040
C: -12.393 -17.808 24.602  -0.017
H: -9.582 -28.144 27.494  0.099
H: -7.586 -18.082 29.920  0.106
H: -11.578 -17.460 30.844  0.112
H: 0.407 -23.085 26.272  0.122
C: -8.715 -23.655 31.377  -0.063
H: -6.167 -23.239 30.563  0.103
C: -0.220 -26.782 20.039  -0.232
H: -11.674 -23.135 23.589  0.108
H: -5.100 -18.550 30.297  0.092
H: -2.401 -29.445 15.874  0.109
C: -3.192 -25.994 28.357  -0.082
C: -9.156 -24.791 27.269  -0.012
H: -6.297 -21.909 28.381  0.096
C: -17.906 -17.162 27.917  -0.055
H: -11.017 -21.344 29.375  0.085
C: -6.632 -20.217 25.577  -0.046
H: -10.287 -15.326 25.611  0.094
C: -4.769 -21.480 24.592  -0.036
C: -2.947 -25.113 23.050  0.005
C: -11.403 -20.103 21.895  -0.088
H: -3.442 -17.532 28.810  0.100
H: -9.492 -26.421 25.764  0.101
C: -15.710 -18.213 28.057  -0.100
O: -9.417 -25.946 31.832  0.138
C: -0.230 -27.662 17.644  -0.020
H: -13.405 -18.111 24.831  0.119
C: -2.997 -27.726 20.292  -0.205
O: -1.846 -27.265 29.729  0.109
H: -4.706 -23.841 26.185  0.097
H: -4.382 -26.489 22.187  0.124
C: -8.579 -22.154 24.629  -0.055
C: -5.707 -19.128 25.768  0.010
C: -11.984 -18.341 30.370  0.007
C: -1.546 -24.763 23.082  -0.030
C: -0.714 -24.563 27.478  -0.057
C: -9.083 -25.446 29.612  -0.100
C: 0.623 -26.219 28.627  -0.008
H: -4.175 -15.503 27.500  0.125
C: -7.929 -22.071 33.113  -0.028
C: -7.185 -16.392 28.665  -0.042
C: -9.234 -25.055 31.075  -0.281
C: -5.296 -22.746 30.157  -0.045
H: -8.877 -16.379 23.871  0.122
H: -10.780 -14.290 28.941  0.118
H: -12.567 -16.285 26.051  0.102
C: -7.687 -21.065 32.079  -0.015
C: -2.859 -22.284 29.947  -0.073
H: -7.927 -20.679 30.062  0.112
C: -1.994 -28.896 16.710  -0.080
C: -2.129 -24.100 27.000  -0.227
O: -5.791 -13.956 26.370  0.089
H: -6.711 -25.100 26.995  0.086
C: 0.506 -20.385 28.235  -0.012
C: -5.721 -25.318 27.368  -0.046
C: -7.924 -13.932 27.365  -0.070
C: -0.828 -27.464 18.877  -0.070
C: -13.016 -18.180 29.436  -0.097
C: 1.732 -25.558 28.266  -0.057
C: -11.649 -18.318 23.544  -0.103
C: 0.930 -22.251 30.092  0.001
H: -7.504 -12.293 25.983  0.112
C: -11.579 -20.424 29.439  -0.037
C: -8.550 -22.683 30.426  -0.145
C: -9.063 -24.424 28.609  -0.045
H: -3.972 -23.546 31.388  0.125
C: -9.567 -23.012 24.066  -0.001
C: -7.079 -22.469 24.466  -0.238
H: -10.637 -19.702 25.911  0.117
C: -15.263 -17.164 28.906  -0.069
C: -4.435 -21.126 28.546  0.020
H: -8.472 -19.692 20.243  0.121
C: -4.317 -19.311 25.563  -0.042
C: -13.854 -16.970 29.500  -0.239
H: -7.626 -21.739 34.095  0.099
O: -8.426 -19.071 26.675  0.109
H: -15.948 -15.386 29.951  0.122
H: -17.336 -19.125 27.068  0.117
H: -10.489 -19.733 31.187  0.101
O: 1.011 -26.588 20.034  0.075
C: -1.867 -26.391 28.879  -0.292
C: -3.368 -26.120 22.129  -0.019
C: -11.885 -16.787 25.380  -0.028
C: -12.657 -20.331 28.519  0.005
C: -9.395 -26.168 26.809  -0.018
C: -10.608 -16.204 25.071  -0.020
C: 1.791 -20.591 28.675  -0.071
H: -11.338 -12.254 27.678  0.110
C: -17.452 -16.231 28.772  -0.088
C: -4.609 -24.616 26.931  0.008
C: -4.455 -17.159 28.780  -0.027
C: -11.245 -21.762 20.155  -0.051
C: -3.876 -20.552 25.018  -0.064
H: 1.150 -23.102 30.720  0.122
H: -2.832 -20.730 24.806  0.109
H: -9.517 -21.649 18.886  0.104
H: -6.445 -26.858 28.654  0.096
H: -12.256 -21.060 24.899  0.110
C: -5.474 -21.912 29.081  -0.056
C: -5.581 -26.313 28.303  -0.047
O: -13.586 -15.988 30.226  0.065
H: -9.458 -27.573 29.860  0.117
C: -2.229 -27.961 18.975  -0.028
C: -9.982 -21.221 19.762  -0.031
C: -2.772 -28.679 17.879  0.013
C: -4.903 -16.131 27.992  -0.048
H: -8.698 -24.112 33.434  0.112
C: -8.993 -20.966 25.373  -0.076
C: -0.782 -28.354 16.595  -0.097
C: -0.727 -25.331 22.106  -0.024
H: -0.256 -28.517 15.666  0.115
C: -8.669 -15.919 28.806  -0.255
H: -12.919 -21.549 21.350  0.125
H: -3.690 -18.467 25.811  0.099
C: -6.573 -14.507 27.146  -0.285
H: -12.751 -21.152 27.825  0.117
H: -9.253 -24.005 26.534  0.088
O: -8.470 -17.857 21.874  0.092
C: -0.624 -20.920 28.747  -0.121
O: -4.134 -28.213 20.464  0.062
H: -3.772 -29.077 17.792  0.112
O: -2.326 -23.038 26.405  0.069

Q: Which of these has the lowest maximum force?
A: C29H44BrIrN3P2